(1)
73
Properties=species:S:1:pos:R:3:mulliken_charge:R:1 method="wB97M-V/def2-TZVPD" e_tot_ev=-102472.744 max_force_ev_per_a=3.1 charge=+1
Cd -0.745 -2.096 -1.279 1.072
N -3.184 0.561 -3.449 -0.338
C -2.887 1.845 -3.851 0.857
C -1.732 2.144 -4.525 -0.292
C -1.569 3.408 -5.082 -0.632
C -2.536 4.381 -5.026 -0.500
C -3.717 4.113 -4.330 -0.592
C -3.827 2.887 -3.669 -0.325
H -4.182 0.361 -3.224 0.222
H -2.608 -0.118 -3.998 -0.019
H -0.944 1.417 -4.589 0.264
H -0.641 3.604 -5.601 0.340
H -2.503 5.315 -5.492 0.440
H -4.500 4.941 -4.333 0.272
H -4.617 2.654 -2.991 0.318
Cl -2.745 -3.700 -4.180 -0.217
Si -0.967 -2.762 -3.635 0.390
Cl 0.517 -4.180 -3.791 -0.228
Cl -0.631 -1.316 -5.214 -0.248
C 5.111 3.420 -2.106 -0.451
C 4.805 2.102 -2.638 -0.801
C 3.955 1.296 -1.889 -0.457
C 3.572 1.687 -0.564 0.430
C 4.038 2.827 -0.013 -0.013
C 4.778 3.724 -0.782 -0.570
Sb 1.894 0.594 0.335 0.932
C 3.146 -1.140 0.754 0.489
C 3.921 -1.849 -0.198 -0.323
C 4.630 -2.975 0.211 -0.741
C 4.472 -3.486 1.535 -0.483
C 3.704 -2.795 2.490 -0.770
C 3.059 -1.611 2.073 -0.286
C 2.027 1.652 2.245 -0.168
C 0.812 2.033 2.782 -0.803
C 0.589 1.963 4.173 -0.585
C 1.716 1.750 4.995 -0.315
C 2.997 1.662 4.438 -0.692
C 3.137 1.572 3.103 0.154
H 5.627 4.097 -2.847 0.313
H 5.098 1.842 -3.636 0.391
H 3.622 0.322 -2.247 0.293
H 3.827 3.017 1.051 0.248
H 5.027 4.715 -0.313 0.325
H 3.970 -1.496 -1.220 0.196
H 5.137 -3.651 -0.432 0.387
H 5.087 -4.279 1.890 0.412
H 3.641 -3.142 3.530 0.379
H 2.349 -1.102 2.689 0.484
H -0.045 2.312 2.123 0.437
H -0.413 2.079 4.558 0.447
H 1.642 1.615 6.080 0.380
H 3.911 1.468 5.081 0.288
H 4.077 1.215 2.666 0.424
C -3.185 -4.441 3.733 -1.066
C -3.874 -3.866 2.530 -0.433
N -2.895 -3.303 1.545 -0.074
C -2.329 -2.065 1.607 0.164
S -0.587 -1.970 1.242 -0.448
N -2.922 -0.934 1.999 -0.082
C -4.350 -0.492 1.666 -0.339
C -4.592 -0.317 0.201 -1.011
H -3.817 -4.860 4.521 0.361
H -2.536 -3.667 4.162 0.295
H -2.597 -5.358 3.456 0.307
H -4.597 -3.096 2.851 0.220
H -4.485 -4.628 2.009 0.348
H -2.252 -4.026 1.266 0.327
H -2.228 -0.152 1.922 0.211
H -4.582 0.344 2.352 0.473
H -5.116 -1.307 1.945 0.107
H -5.463 -0.854 -0.150 0.394
H -3.780 -0.658 -0.416 0.188
H -4.715 0.750 -0.096 0.324


(2)
98
Properties=species:S:1:pos:R:3:mulliken_charge:R:1 method="wB97M-V/def2-TZVPD" e_tot_ev=-81254.054 max_force_ev_per_a=9.9 smiles="C#CCC1=C(OCCOCC)C(=O)OC1=O.O=[N+]([O-])c1ccccc1.O=[N+]([O-])c1ccccc1.O=[N+]([O-])c1ccccc1.O=[N+]([O-])c1ccccc1.O=[N+]([O-])c1ccccc1"
C 5.204 -0.121 2.029 -0.543
C 5.355 1.276 2.039 -0.026
C 5.925 2.831 2.185 -0.265
C 5.366 3.732 0.906 0.083
C 4.524 4.972 0.941 0.309
O 3.977 5.655 2.124 -0.456
C 3.086 4.788 2.910 -0.099
C 1.935 4.004 2.044 -0.286
O 1.004 4.884 1.321 -0.343
C -0.330 4.281 1.165 -0.382
C -0.321 2.726 0.625 -0.603
C 4.237 5.584 -0.582 0.548
O 3.610 6.705 -0.946 -0.505
O 4.915 4.569 -1.442 -0.307
C 5.622 3.470 -0.726 0.552
O 6.310 2.420 -1.223 -0.537
H 4.957 -1.237 1.686 0.342
H 7.116 2.870 2.106 0.360
H 5.666 3.321 3.223 0.248
H 3.625 3.997 3.582 0.021
H 2.501 5.510 3.660 0.254
H 1.312 3.334 2.810 0.365
H 2.371 3.226 1.255 0.113
H -1.000 4.371 2.138 0.242
H -0.885 4.915 0.320 0.307
H -0.331 2.033 1.587 0.242
H -1.351 2.529 0.068 0.204
H 0.591 2.465 -0.074 0.202
C 2.663 -0.026 -3.600 -0.609
C 3.411 -0.053 -2.422 -0.436
C 2.964 -0.793 -1.326 -0.246
C 1.764 -1.510 -1.422 0.021
C 1.007 -1.479 -2.601 -0.379
C 1.463 -0.733 -3.690 -0.354
N 1.301 -2.311 -0.282 1.045
O 1.989 -2.298 0.749 -0.598
O 0.252 -2.957 -0.418 -0.607
H 3.019 0.548 -4.454 0.453
H 4.345 0.501 -2.359 0.505
H 3.558 -0.804 -0.415 0.238
H 0.071 -2.027 -2.689 0.472
H 0.884 -0.705 -4.611 0.457
C -5.439 -3.883 -0.620 -0.406
C -5.265 -3.503 0.711 -0.461
C -4.611 -2.309 1.018 -0.304
C -4.136 -1.496 -0.021 -0.012
C -4.303 -1.879 -1.359 -0.175
C -4.956 -3.078 -1.653 -0.656
N -3.470 -0.227 0.295 1.057
O -3.325 0.067 1.490 -0.600
O -3.094 0.479 -0.652 -0.594
H -5.955 -4.813 -0.855 0.505
H -5.643 -4.137 1.511 0.361
H -4.483 -2.026 2.061 0.440
H -3.935 -1.261 -2.175 0.455
H -5.093 -3.382 -2.689 0.373
C 3.960 -5.520 -7.537 -0.373
C 2.667 -5.217 -7.108 -0.470
C 2.286 -3.887 -6.919 -0.236
C 3.210 -2.864 -7.169 0.110
C 4.511 -3.166 -7.593 -0.343
C 4.882 -4.500 -7.775 -0.441
N 2.808 -1.463 -6.997 1.005
O 1.655 -1.237 -6.603 -0.604
O 3.644 -0.586 -7.261 -0.580
H 4.250 -6.559 -7.688 0.362
H 1.954 -6.018 -6.922 0.362
H 1.274 -3.667 -6.584 0.417
H 5.241 -2.382 -7.786 0.424
H 5.888 -4.744 -8.107 0.362
C -10.643 -8.578 -0.980 -0.368
C -10.469 -8.197 0.352 -0.445
C -9.815 -7.003 0.659 -0.303
C -9.341 -6.191 -0.381 0.081
C -9.507 -6.574 -1.718 -0.224
C -10.161 -7.772 -2.013 -0.496
N -8.674 -4.922 -0.065 0.968
O -8.529 -4.627 1.131 -0.573
O -8.299 -4.216 -1.012 -0.548
H -11.159 -9.507 -1.215 0.363
H -10.847 -8.831 1.151 0.362
H -9.687 -6.721 1.702 0.424
H -9.140 -5.955 -2.534 0.418
H -10.298 -8.077 -3.048 0.362
C 2.900 8.677 8.166 -0.376
C 3.852 8.121 7.310 -0.509
C 3.743 6.786 6.916 -0.134
C 2.670 6.015 7.383 0.059
C 1.718 6.568 8.249 -0.396
C 1.838 7.904 8.639 -0.420
N 2.537 4.618 6.952 0.986
O 3.410 4.160 6.201 -0.577
O 1.556 3.979 7.360 -0.577
H 2.986 9.720 8.466 0.366
H 4.677 8.730 6.947 0.361
H 4.493 6.367 6.248 0.425
H 0.883 5.980 8.623 0.428
H 1.102 8.343 9.308 0.363


(3)
104
Properties=species:S:1:pos:R:3:lowdin_spin:R:1 method="wB97M-V/def2-TZVPD" relative_energy_kcal_mol=177.8 max_force_ev_per_a=1.2 charge=+2 multiplicity=4 s2=3.77
Re 0.100 0.164 0.278 1.739
N 1.425 -1.566 0.741 -0.004
C 1.184 -1.961 2.144 0.003
C 2.386 -2.660 2.768 0.000
C 2.676 -4.057 2.205 0.000
C 3.359 -4.031 0.842 0.000
N 3.548 -5.395 0.333 0.000
C 3.942 -5.666 -0.904 0.000
N 4.332 -4.679 -1.703 0.000
N 3.943 -6.924 -1.356 0.000
C 0.799 -0.641 2.868 0.013
O 1.247 -0.616 4.233 0.001
O 1.198 0.414 2.073 0.045
H 1.167 -2.324 0.105 0.001
H 2.389 -1.281 0.622 0.003
H 0.323 -2.627 2.145 0.000
H 2.201 -2.743 3.836 0.000
H 3.270 -2.019 2.663 0.000
H 1.742 -4.624 2.131 0.000
H 3.333 -4.579 2.905 0.000
H 4.333 -3.543 0.935 0.000
H 2.750 -3.490 0.116 0.000
H 3.252 -6.155 0.925 0.000
H 4.374 -3.731 -1.373 0.000
H 4.590 -4.832 -2.667 0.000
H 3.643 -7.687 -0.776 0.000
H 4.321 -7.152 -2.260 0.000
O -2.606 -0.605 -3.029 0.000
S -1.059 -2.320 -0.923 0.036
O 0.075 -3.353 -1.006 0.201
O -1.265 -1.951 0.501 0.074
O -0.190 -0.983 -1.471 0.043
C -1.943 3.684 0.208 0.000
C -1.988 2.978 1.555 -0.004
P -0.553 1.881 1.812 0.000
C -0.995 1.000 3.329 0.003
C -1.347 1.638 4.444 0.000
C -1.246 1.000 5.766 0.000
C -0.568 -0.134 5.909 0.000
C -0.106 -0.893 4.705 0.001
C -0.664 -0.475 3.354 0.007
C 0.784 3.087 2.063 0.003
C 1.589 3.394 0.966 0.015
C 2.653 4.273 1.101 0.002
C 2.926 4.842 2.337 0.000
C 2.137 4.527 3.434 0.001
C 1.069 3.651 3.301 -0.001
C -2.414 2.768 -0.909 -0.001
P -1.372 1.308 -1.327 0.014
C -0.422 1.865 -2.774 0.010
C 0.212 3.108 -2.689 0.004
C 0.977 3.582 -3.744 0.000
C 1.127 2.820 -4.895 0.001
C 0.508 1.581 -4.984 0.002
C -0.260 1.104 -3.928 0.007
C -2.799 0.303 -1.946 0.000
C -3.427 0.537 -3.303 -0.001
C -4.871 0.331 -3.428 0.000
C -5.570 -0.230 -2.434 0.000
C -4.972 -0.483 -1.134 0.000
C -3.703 -0.151 -0.866 0.000
H -0.930 4.052 0.024 0.000
H -2.594 4.558 0.229 0.000
H -2.908 2.401 1.677 0.000
H -1.951 3.720 2.355 -0.001
H -1.622 2.688 4.419 0.000
H -1.627 1.535 6.627 0.000
H -0.367 -0.553 6.888 0.000
H -0.224 -1.965 4.891 0.000
H -1.431 -1.089 2.881 0.002
H 1.392 2.921 0.009 0.015
H 3.278 4.504 0.247 0.000
H 3.760 5.524 2.447 0.000
H 2.362 4.956 4.403 0.000
H 0.482 3.393 4.172 0.000
H -2.532 3.333 -1.835 0.000
H -3.395 2.369 -0.647 0.000
H 0.109 3.713 -1.796 0.000
H 1.453 4.551 -3.666 0.000
H 1.720 3.195 -5.719 0.000
H 0.611 0.982 -5.881 0.000
H -0.753 0.148 -4.016 0.007
H -2.960 1.245 -3.981 0.000
H -5.357 0.682 -4.331 0.000
H -6.633 -0.401 -2.550 0.000
H -5.610 -0.851 -0.340 0.000
H -3.298 -0.208 0.139 0.000
C 1.451 -4.299 -4.181 0.053
Te 0.272 -2.619 -3.554 0.622
C 2.157 -1.808 -3.002 0.042
C 3.227 -2.617 -3.686 0.004
C 4.549 -2.176 -3.739 -0.001
C 5.528 -2.966 -4.324 0.000
C 5.189 -4.203 -4.865 0.000
C 3.872 -4.639 -4.828 0.000
C 2.884 -3.847 -4.241 0.006
H 1.088 -4.658 -5.144 0.007
H 1.305 -5.096 -3.450 0.009
H 2.214 -1.896 -1.918 0.007
H 2.173 -0.747 -3.248 0.005
H 4.808 -1.203 -3.333 0.000
H 6.550 -2.612 -4.375 0.000
H 5.948 -4.816 -5.336 0.000
H 3.600 -5.586 -5.284 0.000


(4)
80
Properties=species:S:1:pos:R:3:mulliken_charge:R:1 method="wB97M-V/def2-TZVPD" relative_energy_kcal_mol=33.9 max_force_ev_per_a=7.9 charge=-1
N -0.868 1.222 0.207 0.706
O -2.035 1.109 -0.256 -0.669
O -0.177 0.161 0.267 -0.339
O -0.392 2.407 0.309 -0.586
C -2.199 -0.852 -2.953 -0.108
C -2.464 -1.872 -1.851 -0.320
C -2.594 -3.320 -2.351 -0.055
C -2.548 -3.681 -3.840 0.181
C -2.391 -2.587 -4.798 -0.205
C -2.416 -1.116 -4.312 -0.630
N -2.482 -5.032 -4.229 0.792
O -3.037 -5.418 -5.354 -0.553
O -2.360 -5.900 -3.383 -0.535
H -2.137 0.145 -2.426 0.336
H -2.405 -1.418 -0.778 0.295
H -2.553 -4.199 -1.562 0.198
H -1.996 -2.501 -5.822 0.318
H -2.259 -0.322 -5.163 0.279
C -3.233 2.679 4.146 -0.695
C -2.254 2.064 3.294 -0.303
C -1.686 0.575 3.653 0.479
C -2.182 -0.079 4.943 -0.119
C -3.174 0.774 5.896 -0.617
C -3.631 2.117 5.357 -0.341
N -1.716 -1.324 5.379 0.929
O -1.845 -1.577 6.630 -0.609
O -1.481 -2.141 4.543 -0.543
H -3.620 3.619 4.156 0.408
H -1.988 2.434 2.308 0.326
H -0.748 0.303 3.109 0.216
H -3.499 0.362 6.837 0.453
H -4.211 2.742 6.055 0.288
C 1.484 2.228 3.296 -0.157
O 1.459 3.310 3.732 -0.563
N 1.973 1.032 3.909 0.231
C 2.247 -0.132 3.090 -0.694
C 2.530 1.108 5.254 -1.052
H 1.282 1.977 2.304 0.484
H 2.938 -0.807 3.652 0.362
H 2.745 0.066 2.107 0.304
H 1.388 -0.512 2.529 0.086
H 2.767 0.096 5.515 0.388
H 1.856 1.345 6.069 0.328
H 3.349 1.772 5.377 0.314
C 0.803 -3.228 -0.066 0.407
O 1.547 -3.620 -0.932 -0.686
N 0.242 -3.988 0.865 0.191
C -0.759 -3.349 1.920 -1.012
C 0.237 -5.421 0.764 -1.179
H 0.674 -2.050 0.191 0.170
H -1.746 -3.874 1.835 0.367
H -1.021 -2.423 1.739 0.317
H -0.311 -3.487 2.953 0.333
H 0.050 -5.831 -0.195 0.329
H -0.486 -5.830 1.507 0.387
H 1.103 -5.738 1.246 0.429
C 2.033 0.486 -2.472 -0.264
O 2.840 1.281 -1.968 -0.691
N 2.416 -0.498 -3.428 0.288
C 1.420 -1.489 -3.928 -0.522
C 3.776 -0.510 -3.723 -0.964
H 1.077 0.412 -2.171 0.654
H 0.751 -0.642 -4.562 0.234
H 0.769 -1.974 -3.129 0.043
H 1.668 -2.289 -4.673 0.294
H 4.088 -1.287 -4.484 0.242
H 4.515 -0.397 -2.953 0.338
H 4.008 0.464 -4.140 0.354
C 0.446 6.491 -2.551 0.035
O 0.489 7.655 -3.181 -0.668
N 1.375 5.563 -2.925 0.144
C 1.202 4.186 -2.283 -0.841
C 2.352 5.627 -3.892 -0.999
H -0.361 6.219 -1.917 0.394
H 1.526 4.311 -1.349 0.512
H 1.802 3.453 -2.730 0.211
H 0.019 3.564 -2.130 0.142
H 1.845 5.938 -4.732 0.368
H 3.081 4.847 -3.858 0.392
H 3.089 6.553 -3.511 0.246


(5)
11
Properties=species:S:1:pos:R:3:nbo_charge:R:1 method="wB97M-V/def2-TZVPD" relative_energy_kcal_mol=20.0 max_force_ev_per_a=5.5 multiplicity=3 s2=2.00
C 0.677 -0.962 0.597 -0.711
C 0.076 0.152 -0.218 0.042
O 0.674 0.464 -1.292 -0.685
P -1.720 0.281 -0.024 0.245
H 0.427 -1.054 1.689 0.241
H 0.632 -1.862 -0.092 0.219
H 1.685 -0.847 0.647 0.200
H -0.221 1.394 1.524 -0.004
H 1.643 0.481 -1.374 0.494
H -2.005 0.297 -1.355 -0.020
H -1.868 1.656 -0.102 -0.023


(6)
46
Properties=species:S:1:pos:R:3:nbo_charge:R:1 method="wB97M-V/def2-TZVPD" relative_energy_kcal_mol=44.3 max_force_ev_per_a=3.7 charge=+2 multiplicity=3 s2=2.41
C -1.469 0.390 -3.311 -0.114
C -1.506 -0.749 -2.508 -0.194
C -0.981 -0.708 -1.203 -0.013
C -0.557 0.529 -0.696 -0.192
C -0.454 1.666 -1.515 -0.055
C -0.928 1.586 -2.832 -0.191
C -0.871 -1.945 -0.373 -0.461
C -0.355 -3.153 -1.212 -0.185
N 0.925 -2.952 -1.826 -0.450
Mo -0.324 0.642 1.419 0.839
C 0.149 2.927 -0.960 -0.683
P 0.483 2.710 0.856 1.055
H -1.946 -1.676 -2.883 0.246
H -0.883 2.470 -3.470 0.246
H -1.860 0.337 -4.327 0.254
H -0.515 3.802 -1.046 0.271
H 1.113 3.190 -1.425 0.280
H -0.247 -1.820 0.534 0.179
H -1.868 -2.236 0.002 0.254
H -0.247 -4.011 -0.525 0.212
C 0.448 4.368 1.538 -0.940
C 2.245 2.229 0.880 -0.920
H -1.076 -3.418 -1.997 0.222
C 1.091 -2.905 -3.245 -0.396
C 2.021 -2.500 -1.024 -0.403
H -1.988 1.186 1.715 0.127
H 0.323 -3.524 -3.732 0.213
H 1.013 -1.872 -3.638 0.165
H 2.096 -3.279 -3.494 0.215
H 1.956 -2.946 -0.021 0.199
H 2.960 -2.808 -1.508 0.232
H 2.041 -1.397 -0.915 0.136
H 2.656 2.277 -0.138 0.290
H 2.761 2.957 1.520 0.288
H 2.357 1.214 1.295 0.240
H 0.162 5.086 0.758 0.290
H -0.289 4.393 2.350 0.278
H 1.440 4.602 1.942 0.282
H -1.598 1.839 1.710 0.109
C -1.399 -0.856 5.455 -0.271
O -1.240 -0.017 4.299 -0.477
C -0.770 -0.654 3.191 0.590
O -0.541 -1.863 3.133 -0.434
H -0.429 -1.260 5.763 0.216
H -2.105 -1.666 5.247 0.220
H -1.796 -0.190 6.219 0.232


(7)
87
Properties=species:S:1:pos:R:3:mulliken_charge:R:1 method="wB97M-V/def2-TZVPD" relative_energy_kcal_mol=0.3 max_force_ev_per_a=0.1
Mg 0.629 0.339 -0.701 2.820
C 2.868 2.853 3.417 -1.735
C 1.639 2.348 2.660 0.435
C 1.507 3.123 1.356 -1.146
C 1.778 0.844 2.426 0.595
C 1.942 0.051 3.727 -0.609
O 0.978 -1.011 3.623 -0.469
C 0.227 -0.754 2.532 0.024
N 0.583 0.223 1.789 0.631
C -0.978 -1.634 2.469 -0.083
C -1.503 -1.988 3.717 -1.202
C -2.644 -2.759 3.824 -0.800
C -3.282 -3.204 2.677 -1.058
C -2.764 -2.871 1.439 -0.468
C -1.611 -2.094 1.306 0.403
P -0.956 -1.730 -0.363 1.467
C -2.466 -1.480 -1.352 0.418
C -2.443 -1.806 -2.706 -0.859
C -3.506 -1.459 -3.527 -0.747
C -4.601 -0.787 -3.005 -0.696
C -4.636 -0.465 -1.655 -0.845
C -3.572 -0.806 -0.834 -0.506
C -0.258 -3.299 -0.971 0.384
C -0.863 -4.545 -0.812 -0.458
C -0.268 -5.681 -1.332 -0.799
C 0.935 -5.583 -2.022 -0.575
C 1.540 -4.349 -2.190 -0.935
C 0.947 -3.208 -1.664 -0.015
H 2.805 3.930 3.573 0.448
H 3.772 2.653 2.835 0.356
H 2.985 2.385 4.396 0.419
H 0.746 2.513 3.278 0.277
H 2.401 2.991 0.742 0.219
H 1.393 4.191 1.557 0.529
H 0.646 2.808 0.770 -0.035
H 2.625 0.681 1.760 -0.423
H 1.688 0.638 4.612 0.378
H 2.927 -0.393 3.853 0.265
H -1.004 -1.644 4.610 0.485
H -3.032 -3.010 4.802 0.413
H -4.179 -3.806 2.744 0.453
H -3.277 -3.202 0.546 0.555
H -1.585 -2.314 -3.128 0.473
H -3.466 -1.706 -4.580 0.452
H -5.426 -0.507 -3.648 0.401
H -5.484 0.070 -1.247 0.458
H -3.606 -0.539 0.216 0.492
H -1.800 -4.636 -0.278 0.298
H -0.742 -6.646 -1.202 0.432
H 1.397 -6.474 -2.430 0.385
H 2.475 -4.265 -2.730 0.478
H 1.421 -2.244 -1.807 0.460
C 5.579 2.857 -2.080 -0.565
C 4.194 3.036 -2.298 -0.729
C 3.303 2.130 -1.799 -0.419
C 3.720 0.994 -1.052 1.441
C 2.757 0.078 -0.513 -1.485
C 3.280 -1.016 0.147 0.972
C 4.668 -1.234 0.321 -1.139
C 5.570 -0.330 -0.161 -1.020
C 5.115 0.813 -0.864 0.869
C 6.024 1.770 -1.385 -0.861
H 6.283 3.578 -2.476 0.378
H 3.845 3.886 -2.870 0.430
H 2.241 2.256 -1.992 0.293
H 2.610 -1.754 0.590 0.415
H 5.014 -2.118 0.846 0.435
H 6.636 -0.475 -0.024 0.354
H 7.086 1.619 -1.226 0.388
N -5.150 4.558 0.525 -0.358
C -5.018 3.648 -0.453 -0.090
S -6.212 3.279 -1.516 -0.307
C -3.696 2.957 -0.473 0.716
C -3.083 2.551 0.709 -1.046
C -1.862 1.907 0.643 0.165
N -1.229 1.660 -0.507 0.124
C -1.825 2.046 -1.642 -0.984
C -3.052 2.685 -1.669 -0.772
H -6.012 5.074 0.589 0.225
H -4.359 4.859 1.068 0.208
H -3.557 2.700 1.670 0.509
H -1.361 1.565 1.540 0.017
H -1.294 1.804 -2.553 0.349
H -3.507 2.959 -2.611 0.458
O -0.003 -0.184 -5.026 -0.720
C 0.140 -0.029 -3.853 0.780
N 0.253 0.129 -2.680 -0.870